Record 1
{"formula": "C3H11N2O", "method": "wB97M-V/def2-TZVPD", "e_above_lowest_kj_mol": 439.18, "gap_ev": 10.38, "total_charge": 1, "e_tot_ha": -305.2855, "homo_energy_ev": -14.1507, "max_force_ev_per_a": 4.95, "symbols": ["C", "C", "C", "N", "N", "O", "H", "H", "H", "H", "H", "H", "H", "H", "H", "H", "H"], "coordinates": [[0.7943, -1.2748, -1.0040], [0.7946, 0.1315, 1.4258], [-0.1926, 1.0971, -0.5622], [-1.2921, -0.5296, 0.7742], [-0.0853, -0.1228, 0.3113], [-1.0543, 0.8896, -1.5871], [1.2948, -2.1374, -0.4638], [-0.0423, -1.4633, -1.6145], [1.4325, -0.4821, -1.4624], [1.7326, 0.4991, 1.1662], [0.2227, 0.7329, 2.1817], [0.9930, -0.8106, 1.9415], [-0.6620, 1.8116, 0.2358], [0.7504, 1.5068, -0.8351], [-1.4183, -1.4111, 1.3097], [-2.1884, -0.1161, 0.3435], [-1.0798, 1.6791, -2.1605]], "forces_ev_per_a": [[0.528, 1.844, 2.605], [-1.181, -0.792, 2.536], [-2.319, 1.945, 3.819], [-4.026, 0.049, 0.027], [2.308, -1.929, -3.935], [-0.402, -0.261, -1.103], [-0.769, 1.334, -0.642], [-0.927, -0.575, -0.520], [-0.163, -1.107, 0.523], [1.403, 1.021, -0.753], [0.763, -0.111, -0.887], [-0.139, -0.107, -0.151], [0.746, -0.536, -1.392], [1.092, -0.270, -0.108], [0.743, 1.059, -0.894], [2.394, -1.057, 0.581], [-0.051, -0.508, 0.291]], "lowdin_charge": [0.200, -0.028, -0.265, 0.074, -0.327, 0.008, 0.105, 0.046, 0.084, 0.087, 0.133, 0.111, 0.173, 0.131, 0.151, 0.172, 0.147]}


Record 2
{"formula": "C4H12N2S", "method": "wB97M-V/def2-TZVPD", "e_above_lowest_kj_mol": 34.50, "gap_ev": 9.78, "e_tot_ha": -667.2817, "smiles": "NCCNCCS", "homo_energy_ev": -8.7230, "max_force_ev_per_a": 0.85, "symbols": ["C", "N", "C", "C", "S", "C", "N", "H", "H", "H", "H", "H", "H", "H", "H", "H", "H", "H", "H"], "coordinates": [[1.0013, 0.1860, 1.3376], [-0.2600, -0.4320, 0.9435], [-1.1243, 0.3984, 0.1148], [-1.8987, -0.4270, -0.8869], [-2.8638, 0.5545, -2.0542], [2.1490, -0.2690, 0.4360], [1.9238, 0.1058, -0.9551], [1.2412, -0.1206, 2.3537], [0.9340, 1.2747, 1.2946], [-0.7812, -0.7231, 1.7566], [-1.8561, 0.9714, 0.6795], [-0.5276, 1.1373, -0.4211], [-2.5453, -1.1608, -0.3969], [-1.2481, -1.0592, -1.4984], [-3.7937, 0.9753, -1.1857], [2.2573, -1.3561, 0.5365], [3.0748, 0.1638, 0.8256], [2.7638, 0.4501, -1.3920], [1.5537, -0.6696, -1.4882]], "forces_ev_per_a": [[0.193, -0.322, -0.302], [-0.275, 0.063, 0.017], [0.140, 0.149, -0.431], [-0.102, -0.826, -0.186], [-0.112, 0.082, -0.063], [-0.116, -0.231, 0.306], [-0.039, 0.185, 0.058], [-0.005, 0.076, 0.188], [0.040, 0.161, 0.130], [0.094, -0.103, 0.072], [-0.140, 0.190, 0.421], [0.113, -0.165, -0.024], [-0.077, 0.226, 0.105], [0.204, 0.321, 0.003], [0.006, 0.016, -0.006], [-0.046, 0.056, 0.079], [0.001, 0.130, -0.202], [0.019, -0.118, -0.140], [0.102, 0.110, -0.024]], "lowdin_charge": [-0.245, -0.072, -0.336, -0.596, 0.690, -0.284, 0.003, 0.108, 0.110, 0.103, 0.104, 0.097, 0.070, 0.062, -0.152, 0.104, 0.106, 0.060, 0.066]}


Record 3
{"formula": "C29H77FO10Zn", "method": "wB97M-V/def2-TZVPD", "e_above_lowest_kj_mol": 74.83, "gap_ev": 8.72, "e_tot_ha": -3782.6699, "homo_energy_ev": -8.1065, "max_force_ev_per_a": 3.80, "symbols": ["Zn", "F", "C", "C", "O", "H", "H", "H", "H", "H", "C", "C", "C", "O", "H", "H", "H", "H", "H", "H", "H", "H", "C", "C", "C", "O", "H", "H", "H", "H", "H", "H", "H", "H", "C", "C", "C", "O", "H", "H", "H", "H", "H", "H", "H", "H", "C", "C", "C", "O", "H", "H", "H", "H", "H", "H", "H", "H", "C", "C", "C", "O", "H", "H", "H", "H", "H", "H", "H", "H", "C", "C", "C", "O", "H", "H", "H", "H", "H", "H", "H", "H", "C", "C", "C", "O", "H", "H", "H", "H", "H", "H", "H", "H", "C", "C", "C", "O", "H", "H", "H", "H", "H", "H", "H", "H", "C", "C", "C", "O", "H", "H", "H", "H", "H", "H", "H", "H"], "coordinates": [[0.4582, -0.0601, -0.0392], [1.5913, -0.9501, -1.4440], [0.1404, 3.1653, 2.5470], [-0.8964, 2.0057, 2.2603], [-0.5508, 1.3717, 1.0050], [-0.0392, 3.9320, 1.7932], [1.1840, 2.8651, 2.4536], [-0.0903, 3.6451, 3.4981], [-1.9030, 2.4224, 2.2261], [-0.8241, 1.1938, 2.9840], [-1.3252, -3.9207, 0.5070], [-1.1273, -2.8911, -0.6156], [-2.2850, -2.9296, -1.5642], [-1.0609, -1.5678, 0.0310], [-0.3329, -3.9065, 0.9578], [-1.6415, -4.9272, 0.2331], [-1.9985, -3.5426, 1.2762], [-0.2405, -3.1397, -1.1985], [-2.3129, -3.9814, -1.8490], [-2.0412, -2.4175, -2.4950], [-3.2133, -2.4269, -1.2931], [-1.8951, -1.3392, 0.4475], [-4.6727, 1.4936, -0.0076], [-4.5519, 0.4427, 1.1416], [-5.6818, -0.5918, 1.2417], [-3.2981, -0.1989, 1.0342], [-3.9033, 2.2553, 0.1180], [-5.6488, 1.9760, -0.0600], [-4.5188, 0.9818, -0.9576], [-4.6389, 0.9750, 2.0888], [-5.5238, -1.2171, 0.3629], [-6.5200, 0.0998, 1.1570], [-5.6607, -1.2720, 2.0932], [-2.6124, 0.4177, 1.3011], [1.1992, 7.4499, -0.5257], [0.7278, 5.9703, -0.0798], [-0.6975, 5.6082, -0.5327], [1.5654, 4.9704, -0.7672], [2.2610, 7.6666, -0.4082], [0.5754, 8.0540, 0.1332], [0.9977, 7.7922, -1.5407], [0.9452, 5.9473, 0.9881], [-1.3961, 6.2463, 0.0085], [-1.0085, 4.5977, -0.2675], [-0.6893, 5.8210, -1.6016], [1.3263, 5.0855, -1.6898], [4.4232, 0.8148, 0.3841], [3.4808, 1.8625, -0.1509], [3.5148, 1.8411, -1.7024], [2.2270, 1.4427, 0.2314], [3.9712, -0.1627, 0.2167], [4.5806, 0.8695, 1.4613], [5.3884, 0.8481, -0.1213], [3.7777, 2.8250, 0.2657], [4.4829, 2.1030, -2.1293], [2.7516, 2.4586, -2.1762], [3.2530, 0.8802, -2.1454], [1.8241, 2.2510, 0.5569], [-4.8762, -2.2803, 4.9849], [-3.5612, -1.5741, 5.2967], [-3.2430, -0.5843, 4.2180], [-3.7644, -1.0026, 6.5395], [-5.7723, -1.6958, 5.1937], [-4.9992, -3.1634, 5.6118], [-5.0161, -2.7453, 4.0091], [-2.7320, -2.2772, 5.3747], [-2.4332, -0.0065, 4.6634], [-4.1535, -0.0244, 4.0045], [-2.8230, -1.1532, 3.3885], [-4.0028, -1.6477, 7.2092], [1.8656, -2.8313, 3.1771], [1.3593, -1.3711, 2.9533], [2.2985, -0.2996, 3.5041], [1.4655, -1.1069, 1.5750], [2.9353, -2.8911, 2.9768], [1.3051, -3.5496, 2.5788], [1.7716, -3.0500, 4.2408], [0.3200, -1.2274, 3.2485], [3.2864, -0.3572, 3.0470], [2.4705, -0.3506, 4.5792], [1.8166, 0.6521, 3.2802], [2.1383, -1.7492, 1.3378], [-0.6498, 2.6495, -3.3922], [-1.2632, 1.6664, -2.5320], [-2.4002, 0.8808, -3.2517], [-0.3298, 0.8374, -1.9552], [0.0966, 2.2047, -4.0502], [-0.0555, 3.3836, -2.8481], [-1.3294, 3.1908, -4.0505], [-1.7000, 2.0509, -1.6103], [-2.9617, 1.6635, -3.7618], [-3.0994, 0.4344, -2.5446], [-2.0193, 0.1916, -4.0053], [-0.0340, 0.3150, -2.7044], [5.2687, -3.4483, -1.3281], [3.8153, -3.6628, -0.6698], [3.8693, -4.8096, 0.3540], [3.3501, -2.5272, 0.0093], [5.8987, -3.1408, -0.4935], [5.3021, -2.6745, -2.0951], [5.7350, -4.3573, -1.7081], [3.0576, -3.8414, -1.4327], [3.7824, -5.6588, -0.3237], [3.0477, -4.8420, 1.0695], [4.8951, -4.8395, 0.7213], [2.8427, -1.9556, -0.5715], [2.5830, -2.0684, -4.8682], [1.4358, -1.1185, -5.1002], [0.5611, -1.2882, -6.3494], [0.4510, -1.2144, -4.0952], [2.1694, -3.0757, -4.9167], [3.1905, -1.8275, -3.9959], [3.2278, -2.1502, -5.7432], [1.9116, -0.1389, -5.0545], [1.1469, -1.3658, -7.2652], [-0.2242, -0.5550, -6.5333], [0.1106, -2.2772, -6.2658], [0.8147, -1.5495, -3.2724]], "forces_ev_per_a": [[-0.139, 0.810, 0.241], [-0.211, -0.287, 0.515], [-1.650, -0.427, -0.346], [2.802, -0.809, -1.755], [-0.781, 0.245, 0.174], [0.061, -0.011, -0.174], [-0.116, -0.260, 0.342], [0.343, -0.088, 0.271], [-0.238, 0.087, 0.083], [-0.230, 0.343, 0.793], [1.104, 0.785, 0.400], [-1.995, 0.481, 1.138], [0.471, 0.244, -1.653], [1.618, -0.973, -0.968], [-0.027, -0.684, 0.471], [0.222, 0.144, -0.302], [-0.253, 0.070, -0.159], [0.370, 0.688, 0.430], [-0.988, -0.048, -0.040], [0.331, 0.177, -0.132], [-0.108, -0.670, 0.730], [-0.685, 0.031, -0.045], [-0.239, -1.015, 0.429], [-0.326, 0.510, 0.435], [1.232, 0.818, -1.532], [-0.069, -0.540, 0.147], [0.034, -0.039, -0.020], [-0.044, 0.028, 0.225], [0.083, 0.030, -0.053], [0.497, 0.371, 0.190], [-0.729, -0.127, -0.278], [-0.752, -0.942, 0.144], [-0.014, 0.597, 0.271], [0.693, 0.446, -0.180], [-1.199, -1.094, 0.716], [1.449, 0.330, -2.460], [0.434, 1.190, 1.302], [-0.038, 0.682, 1.138], [-0.056, -0.402, 0.609], [0.348, 0.616, 0.017], [-0.475, -0.612, -0.245], [-0.182, -0.563, -0.086], [-0.281, 0.327, -0.386], [0.485, -0.177, -0.329], [-0.593, -0.226, -0.030], [0.156, -0.189, -0.208], [0.571, -0.548, 0.028], [2.007, -1.250, -2.087], [0.051, 0.283, -0.366], [-1.829, 0.903, 1.162], [0.140, -0.027, -0.220], [0.003, 0.316, 0.053], [0.103, -0.025, 0.076], [-0.446, 0.299, -0.171], [0.120, 0.234, 0.177], [0.010, 0.609, 0.411], [0.133, -0.542, 0.696], [-1.123, -0.187, 0.062], [-0.514, -1.705, -0.149], [-1.439, -1.712, -0.730], [0.656, -0.152, 1.237], [0.466, 1.879, 1.337], [0.308, 0.546, -0.091], [0.140, -0.088, 0.504], [0.417, 0.429, -0.461], [0.078, -0.364, -0.186], [-0.091, 0.716, -0.466], [0.409, 0.280, -0.340], [-0.403, 0.328, -0.271], [0.013, -0.206, -0.243], [-0.476, 1.201, 0.882], [1.317, -0.270, 0.395], [-0.473, -0.076, 1.262], [-0.606, -0.626, -1.274], [0.001, 0.022, -0.359], [0.038, 0.031, 0.070], [-0.197, -0.279, 0.017], [0.022, -0.068, 0.193], [-0.194, -0.056, -0.287], [-0.210, -0.054, 0.216], [0.319, 0.149, -0.048], [0.466, -0.053, -1.248], [1.558, 2.004, -1.513], [-3.250, -0.941, 1.726], [0.301, 1.164, 0.189], [1.448, -1.437, -0.029], [-0.049, -0.439, -0.221], [-0.146, 0.097, 0.309], [-0.206, -0.008, 0.194], [-0.466, 0.961, -0.294], [-0.260, -0.147, -0.244], [0.356, -0.399, -0.053], [0.006, -0.193, 0.150], [0.915, -0.871, -0.017], [-1.234, -0.024, 1.183], [0.638, 0.085, -0.247], [0.501, -0.143, -2.128], [0.594, 0.594, 1.013], [0.098, 0.256, -0.001], [-0.235, -0.030, 0.039], [-0.404, -0.179, -0.147], [0.174, -0.494, -0.331], [-0.011, -0.641, 0.429], [0.349, 0.266, 0.048], [-0.324, -0.067, 0.802], [-0.478, 0.548, -0.834], [-0.392, -1.158, -1.425], [-0.435, 1.026, -0.278], [1.199, -1.037, -0.758], [-0.610, 0.071, 0.894], [-0.006, -0.350, 0.968], [-0.329, -0.197, 0.093], [0.298, 0.713, -0.094], [-0.310, 0.560, -0.180], [0.251, 0.297, -0.099], [0.192, 0.145, 0.555], [-0.319, 0.017, 0.117], [0.487, 0.146, 0.576]], "lowdin_charge": [0.709, -0.405, -0.067, -0.339, -0.358, 0.037, 0.055, 0.066, 0.089, 0.075, -0.031, -0.406, -0.048, -0.088, 0.061, 0.084, 0.082, 0.138, 0.086, 0.072, 0.086, 0.055, -0.023, -0.483, -0.029, -0.079, 0.074, 0.075, 0.062, 0.115, 0.078, 0.083, 0.062, 0.049, -0.049, -0.406, -0.058, -0.092, 0.069, 0.066, 0.065, 0.121, 0.077, 0.070, 0.080, 0.059, -0.043, -0.469, -0.035, -0.073, 0.063, 0.074, 0.083, 0.145, 0.074, 0.064, 0.063, 0.073, -0.070, -0.533, -0.046, -0.035, 0.087, 0.069, 0.068, 0.135, 0.085, 0.084, 0.082, 0.095, -0.024, -0.418, -0.028, -0.108, 0.084, 0.065, 0.081, 0.137, 0.078, 0.080, 0.071, 0.050, -0.044, -0.508, -0.010, -0.065, 0.092, 0.069, 0.090, 0.134, 0.074, 0.057, 0.076, 0.059, -0.030, -0.449, -0.044, -0.097, 0.069, 0.062, 0.068, 0.127, 0.075, 0.070, 0.075, 0.028, -0.048, -0.492, -0.046, -0.084, 0.085, 0.078, 0.080, 0.128, 0.072, 0.077, 0.079, 0.050]}


Record 4
{"formula": "C2H4N2O", "method": "wB97M-V/def2-TZVPD", "e_above_lowest_kj_mol": 65.29, "gap_ev": 9.72, "e_tot_ha": -263.3384, "smiles": "[H]/N=C(/N)C=O", "homo_energy_ev": -9.7220, "max_force_ev_per_a": 2.49, "symbols": ["C", "C", "H", "H", "H", "H", "N", "N", "O"], "coordinates": [[-0.2017, 0.3456, -0.1150], [1.0941, -0.4765, -0.0424], [-2.2708, -0.0214, 0.0716], [-1.2030, -1.3793, 0.1037], [0.8411, 1.8354, 0.0565], [1.0175, -1.6101, 0.1082], [-1.3175, -0.3979, -0.0932], [-0.1326, 1.5976, -0.0218], [2.1729, 0.1065, -0.0675]], "forces_ev_per_a": [[1.109, -0.153, 0.915], [1.672, 0.579, 0.095], [1.472, -0.141, -0.215], [-0.165, 0.086, -0.131], [0.543, 0.374, -0.234], [0.139, 1.097, -0.265], [-2.045, -0.782, -0.075], [-0.766, 0.478, -0.118], [-1.960, -1.538, 0.028]], "lowdin_charge": [-0.514, -0.158, 0.130, 0.082, 0.036, 0.131, 0.111, 0.138, 0.043]}


| no. | E_LUMO (eV) |
| --- | --- |
| 1 | -3.769 |
| 2 | 1.054 |
| 3 | 0.614 |
| 4 | -0.005 |